Model P:
Density functional theory data (ωB97M-V with the def2-TZVPD basis set) for one molecule with the formula C5H6OS.

Its molecular weight is 114.17 Da. As for the lowest unoccupied orbital energy: 0.5 eV. Its SMILES is C=C1COC(=S)C1. For the HOMO-LUMO gap, the calculation gives 9.0 eV. Its spin multiplicity is 1.

Last column: Mulliken charge in e.
Geometry (Å):
1 C -0.18 -2.16 2.03  -0.964
2 C -0.06 -1.28 0.98  0.552
3 C -0.01 -1.61 -0.46  -0.441
4 C 0.12 0.70 -0.46  0.258
5 C 0.15 0.27 1.12  -0.447
6 H -0.46 -3.20 1.84  0.299
7 H 0.13 -1.74 2.96  0.288
8 H -1.11 -2.07 -0.77  0.238
9 H 0.80 -2.57 -0.67  0.272
10 H -0.58 0.86 1.81  0.297
11 H 1.14 0.55 1.64  0.263
12 O 0.21 -0.31 -1.23  -0.291
13 S -0.11 2.20 -1.01  -0.323

Model Q:
Density functional theory data (ωB97M-V with the def2-TZVPD basis set) for one molecule with the formula C5H6OS.

Its molecular weight is 114.17 Da. As for the lowest unoccupied orbital energy: -0.2 eV. Its SMILES is C=C/C=C/SC=O. For the HOMO-LUMO gap, the calculation gives 8.7 eV. Its spin multiplicity is 1.

Last column: Mulliken charge in e.
Geometry (Å):
1 C -2.52 0.52 -0.21  -0.706
2 C -1.79 -0.64 0.26  -0.192
3 C -0.35 -0.88 0.22  -0.099
4 C 0.54 -0.07 -0.37  -0.308
5 C 3.04 0.40 0.13  0.259
6 H -2.00 1.24 -0.81  0.216
7 H -3.58 0.78 0.10  0.232
8 H -2.42 -1.26 0.89  0.281
9 H -0.12 -1.85 0.61  0.348
10 H 0.42 0.96 -0.79  0.350
11 H 2.37 1.52 0.08  0.150
12 O 4.27 0.25 0.32  -0.472
13 S 2.16 -0.98 -0.42  -0.060

Model R:
Density functional theory data (ωB97M-V with the def2-TZVPD basis set) for one molecule with the formula C5H6OS.

Its molecular weight is 114.17 Da. As for the lowest unoccupied orbital energy: -1.4 eV. Its SMILES is C/C=C\C(=O)C=S. For the HOMO-LUMO gap, the calculation gives 7.7 eV. Its spin multiplicity is 1.

Last column: Mulliken charge in e.
Geometry (Å):
1 C -2.11 0.00 0.00  -1.015
2 C -0.96 -0.95 0.00  -0.101
3 C 0.36 -0.70 0.00  -0.488
4 C 0.97 0.64 0.00  0.983
5 C 2.48 0.76 0.00  -0.338
6 H -2.75 -0.18 -0.88  0.276
7 H -1.77 1.06 0.02  0.291
8 H -2.73 -0.17 0.88  0.285
9 H -1.23 -2.02 0.00  0.313
10 H 1.06 -1.53 -0.01  0.252
11 H 2.77 1.81 0.00  0.321
12 O 0.36 1.71 0.00  -0.567
13 S 3.56 -0.43 0.00  -0.212

Consider the structures shown above. The most stable of them is model R.